#w
{
  "formula": "C2H5N3OS",
  "method": "ωB97M-V/def2-TZVPD",
  "charge": 0,
  "homo_energy_ev": -9.30,
  "gap_ev": 9.836,
  "lumo_energy_ha": 0.020,
  "elements": ["C", "C", "H", "H", "H", "H", "H", "N", "N", "N", "O", "S"],
  "positions_angstrom": [[-1.49, -0.19, 0.00], [1.45, 0.02, -0.03], [-2.30, 1.59, -0.03], [-0.57, 1.57, 0.33], [-3.40, -0.61, -0.03], [3.58, -0.19, 0.41], [2.60, -1.69, -0.34], [-1.51, 1.12, -0.25], [-2.49, -0.97, 0.09], [2.65, -0.71, -0.09], [1.43, 1.24, 0.01], [0.04, -1.19, -0.09]],
  "lowdin_charge": [-0.83, -0.79, 0.04, 0.18, 0.03, 0.21, 0.06, 0.08, 0.03, 0.03, -0.02, 0.98]
}


#x
{
  "formula": "C2H5N3OS",
  "method": "ωB97M-V/def2-TZVPD",
  "charge": 0,
  "homo_energy_ev": -8.85,
  "gap_ev": 7.584,
  "lumo_energy_ha": -0.046,
  "elements": ["C", "C", "H", "H", "H", "H", "H", "N", "N", "N", "O", "S"],
  "positions_angstrom": [[0.65, -0.50, 0.31], [-0.41, 1.01, -1.37], [1.53, -0.45, 2.36], [2.04, 0.63, 1.39], [-0.21, -1.96, 1.97], [-1.51, -0.84, -1.15], [-2.45, 0.63, -1.43], [2.01, -0.34, 0.79], [-0.31, -1.38, 0.87], [-1.31, 0.05, -1.62], [0.80, 0.41, -0.91], [-0.83, 2.73, -1.22]],
  "lowdin_charge": [-0.44, -0.85, 0.25, 0.09, 0.16, 0.08, 0.23, 0.04, 0.00, 0.04, -0.10, 0.51]
}


Result of the stability comparison: #x is the least stable of them.


#w
{
  "formula": "C2H5N3OS",
  "method": "ωB97M-V/def2-TZVPD",
  "charge": 0,
  "homo_energy_ev": -8.42,
  "gap_ev": 8.388,
  "lumo_energy_ha": -0.001,
  "elements": ["C", "C", "H", "H", "H", "H", "H", "N", "N", "N", "O", "S"],
  "positions_angstrom": [[-0.70, -0.28, -0.18], [0.62, -1.22, -0.04], [0.50, 2.86, 0.05], [0.90, 1.55, 1.00], [-1.75, -2.10, -0.35], [-2.76, -0.61, 0.33], [2.50, 0.75, -0.88], [0.46, 1.80, 0.10], [-0.75, 1.05, 0.06], [-1.92, -0.97, -0.31], [0.50, -2.34, 0.35], [2.42, -0.49, -0.14]],
  "lowdin_charge": [-0.35, -0.59, 0.10, 0.05, 0.15, 0.16, -0.09, -0.10, -0.03, 0.02, 0.01, 0.67]
}


#x
{
  "formula": "C2H5N3OS",
  "method": "ωB97M-V/def2-TZVPD",
  "charge": 0,
  "homo_energy_ev": -8.85,
  "gap_ev": 9.259,
  "lumo_energy_ha": 0.015,
  "elements": ["C", "C", "N", "N", "N", "O", "S", "H", "H", "H", "H", "H"],
  "positions_angstrom": [[-0.58, 0.16, -0.02], [2.12, -0.97, 0.13], [-1.79, 0.61, 0.58], [0.48, 0.10, 0.70], [-0.59, -0.07, -1.37], [2.03, -1.34, -1.00], [2.92, -1.17, 1.45], [-1.77, 1.08, 1.43], [-2.41, 1.18, -0.04], [0.53, 0.04, 1.71], [-1.30, 0.53, -1.83], [0.36, -0.16, -1.75]],
  "lowdin_charge": [-0.52, -0.95, 0.11, 0.08, 0.15, -0.01, 0.70, 0.06, 0.11, 0.06, 0.11, 0.10]
}


Result of the stability comparison: #w is the least stable of them.


#w
{
  "formula": "C2H5N3OS",
  "method": "ωB97M-V/def2-TZVPD",
  "charge": 0,
  "homo_energy_ev": -9.83,
  "gap_ev": 10.380,
  "lumo_energy_ha": 0.020,
  "elements": ["C", "C", "H", "H", "H", "H", "H", "N", "N", "N", "O", "S"],
  "positions_angstrom": [[-0.16, 0.71, -0.21], [-1.99, -0.96, -0.18], [2.01, -0.45, 1.55], [1.59, 1.62, -0.36], [-1.68, 1.71, 0.28], [-0.06, -1.24, -0.83], [-2.21, -2.04, -0.52], [1.26, 0.66, -0.41], [-0.67, 1.82, 0.14], [-0.71, -0.54, -0.48], [-2.76, -0.31, 0.51], [2.26, -0.58, 0.21]],
  "lowdin_charge": [-0.54, -0.31, -0.13, 0.08, 0.05, 0.10, 0.15, -0.40, 0.16, 0.08, 0.03, 0.74]
}


#x
{
  "formula": "C2H5N3OS",
  "method": "ωB97M-V/def2-TZVPD",
  "charge": 0,
  "homo_energy_ev": -8.89,
  "gap_ev": 9.606,
  "lumo_energy_ha": 0.026,
  "elements": ["C", "C", "N", "N", "N", "O", "S", "H", "H", "H", "H", "H"],
  "positions_angstrom": [[1.65, -0.12, -0.18], [0.01, 0.14, 1.51], [1.26, -0.16, 0.97], [-1.21, -0.66, -0.88], [2.08, 0.23, -1.28], [-1.87, 1.68, -0.09], [-0.68, 0.89, -0.24], [0.10, 0.91, 2.20], [-0.47, -0.75, 2.07], [-1.63, -0.56, -1.76], [-1.68, -1.29, -0.26], [2.44, -0.31, -2.05]],
  "lowdin_charge": [-0.40, -0.25, -0.02, -0.17, 0.14, -0.51, 0.91, 0.05, 0.12, 0.02, 0.03, 0.07]
}


Result of the stability comparison: #x is the least stable of them.


#w
{
  "formula": "CH2FNO3",
  "method": "ωB97M-V/def2-TZVPD",
  "charge": 0,
  "homo_energy_ev": -11.47,
  "gap_ev": 10.847,
  "lumo_energy_ha": -0.023,
  "elements": ["C", "N", "O", "O", "O", "F", "H", "H"],
  "positions_angstrom": [[0.63, -0.20, -0.05], [-0.70, -0.81, -0.03], [-0.94, -1.31, 1.04], [-1.32, -0.73, -1.04], [0.26, 1.33, -0.45], [-0.25, 2.12, 0.57], [1.35, -0.27, -0.94], [0.98, -0.12, 0.90]],
  "lowdin_charge": [0.07, -0.42, 0.11, 0.13, -0.08, -0.07, 0.18, 0.09]
}


#x
{
  "formula": "CH2FNO3",
  "method": "ωB97M-V/def2-TZVPD",
  "charge": 0,
  "homo_energy_ev": -10.83,
  "gap_ev": 11.228,
  "lumo_energy_ha": 0.015,
  "elements": ["C", "N", "O", "O", "O", "F", "H", "H"],
  "positions_angstrom": [[1.81, -0.16, -0.02], [0.99, 0.72, 0.56], [1.17, 0.59, -0.89], [2.69, -0.87, 0.15], [-1.80, -0.16, -0.11], [-2.77, -1.13, -0.04], [-2.20, 0.57, -0.63], [0.11, 0.44, 0.98]],
  "lowdin_charge": [-0.63, 0.17, 0.12, 0.22, -0.01, -0.09, 0.12, 0.10]
}


Result of the stability comparison: #w is the least stable of them.


#w
{
  "formula": "C2H7N4",
  "method": "ωB97M-V/def2-TZVPD",
  "charge": 1,
  "homo_energy_ev": -13.63,
  "gap_ev": 10.409,
  "lumo_energy_ha": -0.118,
  "elements": ["C", "C", "N", "N", "N", "N", "H", "H", "H", "H", "H", "H", "H"],
  "positions_angstrom": [[0.95, -0.09, 0.19], [-1.19, 0.24, -0.61], [0.05, 0.19, 1.42], [0.12, -0.29, -0.89], [2.26, -0.19, -0.01], [-1.25, -0.02, 0.92], [-1.37, 1.28, -0.65], [-2.11, -0.29, -0.91], [0.42, -0.01, -1.82], [2.79, -0.49, 0.78], [2.79, 0.03, -0.83], [-2.04, 0.60, 1.26], [-1.43, -0.95, 1.16]],
  "lowdin_charge": [-0.28, -0.07, 0.05, 0.07, 0.21, -0.02, 0.12, 0.15, 0.16, 0.13, 0.14, 0.21, 0.14]
}


#x
{
  "formula": "C2H7N4",
  "method": "ωB97M-V/def2-TZVPD",
  "charge": 1,
  "homo_energy_ev": [-13.87, -14.15],
  "gap_ev": [4.766, 5.084],
  "lumo_energy_ha": [-0.334, -0.333],
  "elements": ["C", "C", "N", "N", "N", "N", "H", "H", "H", "H", "H", "H", "H"],
  "positions_angstrom": [[-1.34, 0.14, 0.41], [-0.58, 1.26, -0.30], [2.60, -0.63, 0.14], [-0.70, -1.03, -0.06], [0.17, -0.70, -1.05], [0.23, 0.50, -1.19], [-1.33, 0.11, 1.56], [-2.36, 0.34, 0.25], [-1.13, 1.90, -0.91], [0.13, 1.89, 0.30], [3.41, -1.15, -0.08], [-1.21, -1.97, -0.09], [2.10, -0.65, 1.03]],
  "lowdin_charge": [-0.17, -0.14, 0.40, 0.01, 0.01, 0.04, 0.15, 0.11, 0.11, 0.15, 0.05, 0.20, 0.07]
}


Result of the stability comparison: #x is the least stable of them.


#w
{
  "formula": "C3H6OS2",
  "method": "ωB97M-V/def2-TZVPD",
  "charge": 0,
  "homo_energy_ev": -8.77,
  "gap_ev": 9.617,
  "lumo_energy_ha": 0.031,
  "elements": ["C", "C", "C", "H", "H", "H", "H", "H", "H", "O", "S", "S"],
  "positions_angstrom": [[1.04, 0.90, -0.16], [-1.23, 0.71, -0.01], [0.14, -1.61, 0.09], [1.07, 1.03, 0.94], [1.81, 1.55, -0.63], [-1.08, 0.85, 1.02], [-2.06, 1.28, -0.39], [0.20, -2.74, -0.03], [0.11, -1.42, 1.14], [-0.18, 1.17, -0.76], [-1.46, -0.97, -0.62], [1.63, -0.76, -0.57]],
  "lowdin_charge": [-0.55, -0.53, -0.75, 0.10, 0.10, 0.08, 0.09, 0.06, 0.01, -0.26, 0.84, 0.81]
}


#x
{
  "formula": "C3H6OS2",
  "method": "ωB97M-V/def2-TZVPD",
  "charge": 0,
  "homo_energy_ev": -8.67,
  "gap_ev": 9.130,
  "lumo_energy_ha": 0.017,
  "elements": ["C", "C", "C", "H", "H", "H", "H", "H", "H", "O", "S", "S"],
  "positions_angstrom": [[-0.27, -1.04, -2.48], [-0.06, -0.30, 0.01], [0.60, 0.23, 1.12], [-1.28, -0.29, -2.28], [-0.57, -2.04, -2.20], [0.24, -1.10, -3.53], [1.51, 0.80, 0.68], [1.09, -0.69, 1.66], [-1.70, 0.75, 1.19], [-1.23, -0.42, 0.17], [1.00, -0.45, -1.37], [-0.44, 1.24, 2.07]],
  "lowdin_charge": [-0.42, -0.92, -0.72, 0.13, 0.02, 0.07, 0.08, 0.14, 0.07, -0.06, 0.94, 0.67]
}


#y
{
  "formula": "C3H6OS2",
  "method": "ωB97M-V/def2-TZVPD",
  "charge": 0,
  "homo_energy_ev": [-9.60, -9.59],
  "gap_ev": [8.047, 7.996],
  "lumo_energy_ha": [-0.057, -0.058],
  "elements": ["C", "C", "C", "O", "S", "S", "H", "H", "H", "H", "H", "H"],
  "positions_angstrom": [[1.18, 0.33, -0.48], [0.94, 0.22, 1.00], [0.20, -0.60, 0.02], [-2.69, -1.80, 0.43], [-1.98, 1.83, -0.06], [-1.56, -0.09, -0.42], [0.73, 1.30, -0.78], [2.04, -0.03, -1.04], [1.54, -0.25, 1.73], [0.34, 1.12, 1.32], [0.64, -1.62, 0.08], [-1.39, -0.40, -1.81]],
  "lowdin_charge": [-0.20, -0.15, -0.50, -0.47, 0.20, 0.55, 0.08, 0.11, 0.09, 0.09, 0.15, 0.05]
}


Result of the stability comparison: #y is the least stable of them.